[1]
19
Properties=species:S:1:pos:R:3 method="wB97M-V/def2-TZVPD" e_tot_ev=-27047.1265 relative_energy_kcal_mol=71.4 e_lumo_ev=0.763 smiles="C=C(C)S.C=C.S" orbital_gap_ev=9.485 fmax_ev_per_a=3.91
C 2.998 1.052 0.782
C 2.212 1.669 -0.084
C 0.832 2.436 0.209
S 2.604 1.659 -1.794
H 2.724 1.236 1.843
H 3.854 0.568 0.396
H 1.104 3.214 0.932
H 0.282 2.691 -0.809
H 0.283 1.575 0.740
H 1.339 1.726 -2.149
C -0.882 -1.312 -0.171
C -1.189 -1.664 1.025
H -1.425 -1.627 -0.987
H 0.114 -0.774 -0.262
H -0.497 -1.583 1.852
H -2.157 -2.014 1.342
S -3.925 -3.455 -1.198
H -3.151 -2.664 -0.468
H -5.120 -2.735 -1.198

[2]
36
Properties=species:S:1:pos:R:3 method="wB97M-V/def2-TZVPD" e_tot_ev=-38745.9701 e_lumo_ev=7.280 orbital_gap_ev=7.841 fmax_ev_per_a=2.73 charge=-3
Zr -0.043 0.037 -0.074
B 0.013 1.756 -1.879
H -1.128 1.641 -2.194
H 0.515 0.717 -2.018
H 0.528 2.580 -2.565
H 0.042 2.018 -0.749
B 0.943 -2.163 -0.493
H -0.063 -2.770 -0.644
H 0.921 -1.280 -1.245
H 1.140 -1.616 0.512
H 1.863 -2.863 -0.781
O -3.752 2.234 1.124
C -2.405 2.358 0.864
O -1.804 1.302 0.564
O -1.921 3.501 0.932
H -3.982 3.136 1.373
O 4.266 -0.559 -0.457
C 3.482 0.544 -0.255
O 4.049 1.627 -0.004
O 2.243 0.409 -0.424
H 5.149 -0.263 -0.213
O 2.001 2.328 2.543
C 1.106 1.308 2.860
O 0.655 0.604 1.930
O 0.913 1.150 4.081
H 2.181 2.513 3.479
O -0.843 -3.485 1.836
C -1.696 -2.425 1.601
O -2.903 -2.625 1.783
O -1.149 -1.357 1.235
H -1.480 -4.155 2.111
O -1.068 -0.925 -3.652
C -1.892 -1.181 -2.588
O -2.897 -1.876 -2.799
O -1.540 -0.704 -1.480
H -1.444 -1.517 -4.313

[3]
38
Properties=species:S:1:pos:R:3 method="wB97M-V/def2-TZVPD" e_tot_ev=-68920.5394 e_lumo_ev=0.430 orbital_gap_ev=11.234 fmax_ev_per_a=1.41
O 2.341 -2.784 0.500
B 1.562 -2.383 -0.571
O 1.643 -1.080 -0.965
C 0.555 -3.365 -1.305
B -0.889 -2.775 -1.295
O -1.246 -1.502 -1.716
B -2.206 -0.978 -0.881
O -2.323 -1.495 0.408
B -2.300 -2.868 0.429
Cl -2.620 -3.757 1.901
O -1.958 -3.515 -0.743
H 2.682 -3.680 0.412
H 1.993 -0.558 -0.229
H 0.519 -4.307 -0.756
H 0.852 -3.518 -2.349
H -2.928 -0.114 -1.253
C 5.952 1.137 -1.674
C 5.912 1.981 -2.932
O 4.540 1.932 -3.340
S 3.589 1.851 -2.056
O 3.123 3.151 -1.728
O 2.697 0.763 -2.219
O 4.728 1.455 -1.000
H 5.955 0.070 -1.904
H 6.796 1.375 -1.032
H 6.545 1.591 -3.725
H 6.178 3.020 -2.728
C -5.676 2.262 3.409
C -4.515 2.938 2.708
O -3.434 2.010 2.858
S -3.992 0.510 2.835
O -3.850 -0.031 1.534
O -3.486 -0.167 3.973
O -5.533 0.877 3.073
H -5.606 2.366 4.493
H -6.643 2.624 3.070
H -4.246 3.891 3.155
H -4.710 3.074 1.643